Below is a cluster of 9 separate species, C50H77B2N14O16 in total in a non-equilibrium geometry, with properties calculated with the ωB97M-V functional and the def2-TZVPD basis.

As for the HOMO energy: -0.4779 Ha. The total energy comes out at -108035.2899 eV. As for the total charge: +5.

The geometry in XYZ format:
```
159
C50H77B2N14O16 | the Open Molecules 2025 dataset | the ωB97M-V functional and the def2-TZVPD basis
O 0.722 -1.839 -4.901
C 0.789 -1.547 -3.726
O 1.157 -2.154 -2.605
B 1.015 -1.272 -1.444
O 1.034 0.088 -2.076
C 0.770 -0.032 -3.334
O 0.569 0.919 -4.072
O 2.151 -1.565 -0.507
C 1.709 -2.040 0.640
O 2.393 -2.480 1.477
C 0.184 -2.234 0.440
O -0.171 -1.503 -0.642
O -0.574 -2.902 1.168
O 0.435 6.691 5.678
C 0.869 5.640 5.041
O 2.113 5.290 5.022
B 2.282 3.978 4.466
O 1.004 3.684 3.840
C 0.078 4.488 4.282
O -1.186 4.452 4.193
O 3.461 3.995 3.636
C 4.405 3.111 4.079
O 5.528 2.885 3.604
C 3.805 2.488 5.279
O 2.629 3.022 5.464
O 4.502 1.611 5.893
C 9.384 -5.290 -0.764
C 8.546 -4.371 0.132
N 8.631 -4.714 1.571
C 8.202 -5.903 2.197
C 8.887 -5.987 3.460
N 9.584 -4.743 3.622
C 9.217 -3.953 2.503
C 10.294 -4.348 4.793
H 10.397 -4.888 -0.767
H 9.129 -5.308 -1.823
H 9.284 -6.331 -0.454
H 7.514 -4.613 -0.119
H 8.626 -3.301 -0.056
H 7.685 -6.722 1.719
H 8.864 -6.653 4.310
H 9.673 -3.007 2.249
H 11.355 -4.586 4.714
H 9.769 -4.801 5.634
H 10.136 -3.275 4.904
C -3.563 -4.976 -13.965
C -2.580 -4.965 -12.889
N -1.446 -4.150 -13.155
C -0.394 -4.582 -13.985
C 0.475 -3.547 -14.067
N 0.078 -2.630 -13.124
C -1.175 -2.971 -12.581
C 0.728 -1.402 -12.775
H -4.059 -4.023 -14.146
H -4.376 -5.683 -13.795
H -3.032 -5.416 -14.810
H -2.193 -5.977 -12.774
H -2.909 -4.734 -11.876
H -0.250 -5.580 -14.372
H 1.464 -3.422 -14.482
H -1.808 -2.352 -11.962
H 1.641 -1.354 -13.368
H 0.932 -1.489 -11.707
H 0.142 -0.532 -13.071
C 1.477 -2.353 11.642
C 2.258 -3.732 11.522
N 1.490 -4.762 10.796
C 0.862 -5.810 11.408
C 0.408 -6.639 10.441
N 0.883 -6.239 9.184
C 1.504 -5.033 9.457
C 0.751 -6.955 7.914
H 1.408 -1.830 10.689
H 1.883 -1.789 12.482
H 0.465 -2.665 11.900
H 2.429 -4.182 12.500
H 3.147 -3.446 10.961
H 1.064 -6.009 12.450
H 0.046 -7.655 10.500
H 2.056 -4.552 8.663
H 1.744 -7.269 7.592
H 0.419 -6.493 6.984
H 0.116 -7.813 8.137
C 6.139 7.025 -3.365
C 6.290 7.316 -4.898
N 7.490 7.935 -4.950
C 8.690 7.401 -5.464
C 9.631 8.470 -5.544
N 9.094 9.440 -4.763
C 7.776 9.220 -4.637
C 9.804 10.588 -4.386
H 6.899 6.385 -2.918
H 5.154 6.660 -3.074
H 6.233 7.912 -2.738
H 5.493 7.904 -5.353
H 6.314 6.308 -5.314
H 8.737 6.472 -6.013
H 10.675 8.486 -5.821
H 7.138 9.908 -4.103
H 10.393 11.010 -5.200
H 10.423 10.387 -3.512
H 9.186 11.433 -4.083
C -6.037 1.116 -2.579
C -7.000 0.166 -3.302
N -6.367 -1.165 -3.394
C -5.634 -1.760 -4.430
C -5.331 -3.056 -4.042
N -5.587 -3.188 -2.658
C -6.203 -2.047 -2.244
C -5.168 -4.356 -1.757
H -5.858 0.784 -1.556
H -6.510 2.088 -2.445
H -5.101 1.179 -3.134
H -7.121 0.367 -4.367
H -7.933 -0.039 -2.778
H -5.493 -1.165 -5.320
H -4.980 -3.929 -4.570
H -6.452 -1.824 -1.217
H -4.085 -4.437 -1.847
H -5.747 -5.102 -2.302
H -5.583 -4.155 -0.769
C -3.360 9.712 -2.337
C -3.087 8.912 -3.578
N -4.245 8.653 -4.400
C -4.230 7.876 -5.536
C -5.506 7.935 -6.077
N -6.375 8.670 -5.253
C -5.564 9.162 -4.240
C -7.748 9.033 -5.454
H -3.616 10.753 -2.535
H -2.436 9.713 -1.758
H -4.257 9.423 -1.789
H -2.567 7.961 -3.460
H -2.481 9.503 -4.265
H -3.253 7.487 -5.782
H -5.934 7.416 -6.922
H -5.976 9.727 -3.417
H -8.540 8.426 -5.014
H -7.822 9.000 -6.541
H -7.942 10.004 -4.999
C -6.780 -4.842 8.806
C -8.170 -5.331 9.317
N -8.668 -4.247 10.118
C -9.559 -3.262 9.831
C -9.972 -2.606 10.946
N -9.186 -3.155 12.021
C -8.429 -4.181 11.450
C -9.447 -2.808 13.376
H -6.382 -5.510 8.043
H -6.014 -4.712 9.570
H -6.766 -3.858 8.337
H -8.198 -6.268 9.874
H -8.785 -5.500 8.432
H -9.796 -3.135 8.785
H -10.640 -1.788 11.171
H -7.836 -4.897 12.000
H -9.021 -1.823 13.565
H -9.209 -3.613 14.071
H -10.501 -2.538 13.447
```

Mulliken atomic charge list, values in e, 99 entries: atom 1 (O): -0.592, atom 2 (C): 0.508, atom 3 (O): -0.522, atom 4 (B): 0.908, atom 5 (O): -0.474, atom 6 (C): 0.669, atom 7 (O): -0.665, atom 8 (O): -0.463, atom 9 (C): 0.639, atom 10 (O): -0.577, atom 11 (C): 0.585, atom 12 (O): -0.376, atom 13 (O): -0.641, atom 14 (O): -0.660, atom 15 (C): 0.602, atom 16 (O): -0.469, atom 17 (B): 1.034, atom 18 (O): -0.376, atom 19 (C): 0.537, atom 20 (O): -0.640, atom 21 (O): -0.440, atom 22 (C): 0.652, atom 23 (O): -0.628, atom 24 (C): 0.561, atom 25 (O): -0.515, atom 26 (O): -0.658, atom 27 (C): -1.074, atom 28 (C): -0.518, atom 29 (N): 0.221, atom 30 (C): -0.487, atom 31 (C): -0.251, atom 32 (N): 0.147, atom 33 (C): -0.155, atom 34 (C): -0.816, atom 35 (H): 0.303, atom 36 (H): 0.373, atom 37 (H): 0.344, atom 38 (H): 0.315, atom 39 (H): 0.411, atom 40 (H): 0.421, atom 41 (H): 0.401, atom 42 (H): 0.369, atom 43 (H): 0.293, atom 44 (H): 0.322, atom 45 (H): 0.382, atom 46 (C): -1.052, atom 47 (C): -0.622, atom 48 (N): 0.192, atom 49 (C): -0.431, atom 50 (C): -0.181, atom 51 (N): 0.068, atom 52 (C): -0.083, atom 53 (C): -0.835, atom 54 (H): 0.319, atom 55 (H): 0.358, atom 56 (H): 0.345, atom 57 (H): 0.310, atom 58 (H): 0.428, atom 59 (H): 0.409, atom 60 (H): 0.394, atom 61 (H): 0.397, atom 62 (H): 0.286, atom 63 (H): 0.363, atom 64 (H): 0.336, atom 65 (C): -1.058, atom 66 (C): -0.394, atom 67 (N): 0.159, atom 68 (C): -0.384, atom 69 (C): -0.289, atom 70 (N): 0.105, atom 71 (C): -0.171, atom 72 (C): -0.719, atom 73 (H): 0.343, atom 74 (H): 0.352, atom 75 (H): 0.325, atom 76 (H): 0.338, atom 77 (H): 0.300, atom 78 (H): 0.355, atom 79 (H): 0.367, atom 80 (H): 0.410, atom 81 (H): 0.363, atom 82 (H): 0.349, atom 83 (H): 0.249, atom 84 (C): -1.190, atom 85 (C): -0.343, atom 86 (N): 0.237, atom 87 (C): -0.408, atom 88 (C): -0.306, atom 89 (N): 0.153, atom 90 (C): -0.139, atom 91 (C): -0.879, atom 92 (H): 0.354, atom 93 (H): 0.390, atom 94 (H): 0.340, atom 95 (H): 0.353, atom 96 (H): 0.251, atom 97 (H): 0.349, atom 98 (H): 0.420, atom 99 (H): 0.367